No. 1
19
Properties=species:S:1:pos:R:3:forces:R:3:nbo_charge:R:1 method="wB97M-V/def2-TZVPD" orbital_gap_ev=5.9759 homo_energy_ev=-14.900 total_charge=+1 de_lowest_kcal_mol=144.2
C -1.5085 0.2247 0.8762 0.0 -1.8 2.4 -0.12
N -2.9049 0.0575 0.8005 0.5 1.4 -1.2 -0.76
C -0.7583 0.3885 -0.5332 1.9 0.3 -3.1 -0.17
N 0.5845 0.6308 -0.3512 -2.1 0.4 -0.4 0.01
C 3.5487 -0.1124 0.3546 -0.3 0.0 0.0 -0.84
C -0.9249 -0.8474 -1.3998 0.0 -1.2 0.6 -0.62
H -1.0908 -0.7587 1.1399 -0.1 0.3 0.4 0.23
H -1.0563 0.9353 1.5708 -0.5 0.6 -0.4 0.22
H -3.3717 0.8972 0.4796 -0.2 0.0 0.2 0.38
H -3.3463 -0.2921 1.6390 0.2 -0.5 0.0 0.42
H -1.1563 1.2835 -1.0582 -0.4 0.4 0.8 0.29
H 0.6787 1.6504 -0.1841 0.4 -0.2 0.3 0.35
H 3.7574 -0.6644 -0.5646 0.1 0.2 0.1 0.22
H 3.5933 -0.8072 1.1883 0.1 0.0 0.1 0.22
H 2.5280 0.2836 0.2935 0.7 -0.2 0.1 0.18
H 4.2567 0.7009 0.5042 0.0 -0.1 -0.1 0.23
H -1.9751 -1.1261 -1.5124 0.0 0.2 0.1 0.26
H -0.4118 -1.6556 -0.8685 -0.2 -0.2 -0.2 0.24
H -0.4426 -0.7885 -2.3748 -0.1 0.5 0.1 0.26



No. 2
32
Properties=species:S:1:pos:R:3:forces:R:3:nbo_charge:R:1 method="wB97M-V/def2-TZVPD" orbital_gap_ev="7.7297 / 8.3886" homo_energy_ev="-17.141 / -17.313" total_charge=+2 de_lowest_kcal_mol=150.6
C 0.2812 0.4364 -0.3917 -4.6 -2.0 -2.6 0.69
C -0.6275 -2.4378 0.2693 1.4 -1.0 -0.8 -0.47
C 0.7888 -1.9767 -0.0777 0.1 -0.6 -2.0 -0.18
C -1.7837 -1.6005 -0.1450 -0.9 0.2 2.3 0.14
C -1.0024 2.1693 -1.3105 0.1 0.8 0.9 -0.39
C 0.9996 2.7852 -0.1063 2.6 1.5 0.1 -0.50
C 2.5562 -0.2800 -0.2239 -0.1 4.8 0.1 -0.42
C 0.8391 -0.3672 1.6437 -1.2 -2.6 2.7 -0.45
N -1.5119 -0.9158 -1.2383 4.3 1.2 -1.9 -0.37
N 0.1411 1.6685 -0.5284 1.3 0.4 0.0 -0.33
N 1.0989 -0.4879 0.1964 2.4 -2.2 1.2 -0.36
O -3.0898 0.1546 0.6405 -3.1 -0.2 2.2 -0.45
O -2.2601 -0.8963 0.9924 1.8 -1.2 0.8 -0.28
H -0.7740 -3.3689 -0.2669 0.4 -0.3 -0.1 0.29
H -0.5282 -2.7236 1.2777 -1.0 -0.2 1.4 0.26
H 1.4821 -2.6254 0.5285 -0.4 1.2 -0.5 0.27
H 1.0817 -2.0628 -1.1433 -0.5 -0.3 0.5 0.25
H -2.6065 -2.1788 -0.5559 -0.8 -0.9 -0.1 0.29
H -1.8553 2.1963 -0.6614 -0.4 0.6 0.5 0.26
H -0.6723 3.1134 -1.6967 -0.4 0.5 -0.2 0.25
H -1.2573 1.5274 -2.0793 0.0 -1.3 -1.7 0.23
H 0.3842 3.5911 0.2164 -1.0 0.4 0.3 0.27
H 1.6904 2.6422 0.7631 -0.6 -0.6 -0.9 0.25
H 1.6047 3.2880 -0.9578 -1.0 -1.5 1.0 0.29
H 3.2887 -0.8730 0.2599 0.1 -0.9 0.7 0.28
H 2.6642 -0.2634 -1.3014 -0.4 -0.7 -0.2 0.26
H 2.7640 0.8597 0.0113 -0.1 -2.4 0.0 0.23
H 1.0584 0.6076 1.8674 0.6 2.4 1.2 0.22
H -0.3016 -0.5688 1.9142 2.5 0.4 -0.9 0.30
H 1.5177 -1.0956 2.2371 -1.1 1.3 -1.1 0.28
H -2.1684 -0.2620 -1.5287 -1.6 1.8 -0.3 0.38
H -3.8021 -0.0552 1.3952 1.6 1.3 -2.6 0.52